(1)
8
Properties=species:S:1:pos:R:3:forces:R:3:mulliken_charge:R:1 method="wB97M-V/def2-TZVPD" charge=+4 s2=3.76 multiplicity=4 orbital_gap_ev="9.795 / 5.597" de_lowest_ev=9.095 homo_energy_ev="-31.02 / -30.79"
Ag -0.34872 -1.05928 -1.07655 -3.1 -6.9 -6.7 1.455
Ag -3.28049 -0.10039 0.39897 -8.5 0.7 0.4 1.225
Ag -0.83178 1.10176 1.13922 -9.3 9.9 9.0 1.938
F -1.48243 -0.47311 0.30320 1.2 -2.3 1.6 -0.851
N 1.50105 0.12887 -0.19078 2.3 0.5 -1.9 1.569
O 0.50931 0.42121 0.42994 10.3 -3.8 -3.1 -1.033
O 2.58335 0.38333 0.30440 2.5 0.5 0.6 0.182
O 1.34974 -0.40238 -1.30843 4.5 1.4 0.1 -0.484



(2)
52
Properties=species:S:1:pos:R:3:forces:R:3:mulliken_charge:R:1 method="wB97M-V/def2-TZVPD" charge=0 multiplicity=1 smiles="CSCC[C@@H](NC(C)=O)C(=O)OCC(=O)N(c1ccccc1)c1ccccc1" orbital_gap_ev=9.108 de_lowest_ev=0.009 homo_energy_ev=-8.60
C 2.31887 4.46287 0.90239 -0.4 -0.2 -0.3 -0.875
S 0.73538 4.07274 0.10265 0.0 -0.1 0.1 -0.044
C 0.92017 2.27471 -0.12647 0.2 0.6 -0.1 0.196
C 1.93699 1.91946 -1.19972 -0.2 -0.3 -0.1 -0.898
C 2.02446 0.40721 -1.45390 0.3 0.2 -0.1 -0.158
N 2.44068 -0.34616 -0.29560 -0.3 0.3 -0.1 0.239
C 3.61020 -1.04037 -0.29499 -0.2 0.0 0.5 0.790
C 3.81147 -1.88023 0.94472 0.2 -0.1 -0.2 -1.019
O 4.40944 -0.96200 -1.20026 0.4 -0.1 -0.3 -0.659
C 0.73025 -0.13487 -2.04065 0.3 0.1 0.1 0.381
O -0.07607 0.51577 -2.64788 -0.1 0.0 -0.1 -0.628
O 0.60688 -1.44978 -1.81578 0.1 -0.2 -0.1 -0.238
C -0.52379 -2.06854 -2.41748 -0.2 0.1 -0.4 -1.011
C -1.86705 -1.53123 -1.90478 0.3 -0.4 -0.4 0.794
O -2.82042 -1.46175 -2.64189 0.1 -0.1 -0.1 -0.614
N -1.89640 -1.09606 -0.60627 -0.2 0.3 0.3 0.744
C -1.03006 -1.53370 0.41120 0.3 -0.3 0.4 -0.077
C -0.56356 -0.61847 1.35363 0.0 0.0 -0.1 0.002
C 0.26648 -1.03672 2.37837 0.0 0.0 0.1 -0.839
C 0.63662 -2.36831 2.48102 0.0 -0.1 0.1 -0.594
C 0.15320 -3.28371 1.56075 0.1 0.0 0.0 -0.818
C -0.68247 -2.87607 0.53746 -0.1 0.2 0.0 -0.426
C -2.90736 -0.15944 -0.24009 -0.4 0.2 0.1 -0.377
C -3.08054 0.99072 -0.99825 0.1 -0.1 0.1 -0.062
C -4.04715 1.90866 -0.62972 0.0 0.0 0.0 -0.899
C -4.83100 1.68623 0.49022 -0.1 0.0 0.0 -0.418
C -4.65059 0.53913 1.24511 0.0 0.0 0.1 -0.783
C -3.69055 -0.38820 0.88320 0.1 0.0 -0.2 0.027
H 2.25311 5.49633 1.22511 0.1 0.1 0.1 0.367
H 3.13542 4.35127 0.19553 0.1 0.0 0.1 0.275
H 2.46003 3.81426 1.76233 0.1 0.0 0.1 0.257
H 1.18902 1.84787 0.84077 -0.1 -0.1 0.0 0.107
H -0.07333 1.93649 -0.41873 -0.1 -0.1 0.1 -0.331
H 1.64972 2.40550 -2.13310 0.1 0.0 0.0 0.325
H 2.92835 2.27134 -0.91096 0.0 0.0 -0.1 0.533
H 2.81032 0.23157 -2.20650 -0.2 0.0 0.1 0.430
H 1.75605 -0.52769 0.42320 0.1 -0.1 0.0 -0.039
H 4.80482 -2.31825 0.92437 0.0 0.0 0.0 0.355
H 3.69985 -1.27072 1.83805 -0.1 0.0 0.1 0.304
H 3.06753 -2.67367 0.96867 -0.1 0.0 0.0 0.168
H -0.52173 -1.88108 -3.49700 -0.1 -0.1 0.2 0.410
H -0.41346 -3.13838 -2.24057 0.0 0.1 0.0 0.395
H -0.87042 0.41420 1.28504 0.0 0.1 0.0 0.705
H 0.61904 -0.31902 3.10482 0.0 0.1 0.1 0.375
H 1.28166 -2.69251 3.28318 0.1 0.0 0.1 0.483
H 0.41290 -4.32791 1.65030 0.0 -0.1 0.0 0.445
H -1.09076 -3.60360 -0.14657 -0.1 -0.1 -0.1 0.573
H -2.46035 1.15719 -1.86599 0.1 0.0 -0.1 0.467
H -4.18117 2.80422 -1.21671 0.0 0.1 -0.1 0.400
H -5.58264 2.40659 0.77564 -0.1 0.1 0.0 0.400
H -5.26218 0.36106 2.11703 -0.1 0.0 0.1 0.404
H -3.54582 -1.28701 1.46513 0.0 -0.1 0.0 0.459